The following is a quantum chemistry calculation of 10 unconnected molecules or ions with the total composition C46H48Br2N8O15, from the Open Molecules 2025 dataset.

Its LUMO energy is -0.0613 hartree. The calculation puts the HOMO-LUMO gap at 0.17813 Ha. Its total energy is -231173.7060 eV. The charge is 0. The largest force on an atom is 4.35 eV/A.

Element x y z (Å)
N 10.63 6.79 24.23
H 10.39 7.41 24.99
H 11.63 6.87 24.09
H 10.07 7.26 23.54
H 10.31 5.83 24.29
C 9.36 11.11 26.18
C 8.80 9.63 26.22
O 9.76 8.60 26.24
H 9.66 11.53 27.14
H 8.63 11.75 25.68
H 10.19 11.21 25.47
H 8.15 9.56 25.35
H 8.22 9.51 27.13
Br 10.17 7.57 30.10
C 10.63 6.18 28.79
C 9.28 5.77 28.24
Br 9.17 3.97 27.25
H 11.12 5.35 29.31
H 11.42 6.38 28.06
H 8.85 6.66 27.77
H 8.44 5.74 28.95
C 12.48 -0.47 23.05
C 13.31 0.45 22.33
C 13.09 1.78 22.52
C 12.14 2.31 23.48
C 11.33 1.42 24.22
C 11.57 0.07 23.96
N 11.99 3.74 23.72
O 10.88 4.18 24.10
O 12.97 4.46 23.69
H 12.50 -1.51 22.74
H 14.13 0.24 21.66
H 13.87 2.36 22.06
H 10.61 1.87 24.90
H 10.99 -0.73 24.40
C 7.68 8.77 17.44
C 8.66 7.79 17.18
C 9.14 7.04 18.24
C 8.79 7.34 19.57
C 8.03 8.45 19.81
C 7.38 9.11 18.75
N 9.25 6.41 20.74
O 9.68 5.27 20.42
O 9.23 6.84 21.93
H 7.41 9.38 16.59
H 8.89 7.49 16.16
H 9.72 6.22 17.84
H 7.87 8.71 20.85
H 6.71 9.92 19.02
C 17.42 7.74 20.59
C 16.52 8.60 20.00
C 15.13 8.56 20.46
C 14.68 7.80 21.52
C 15.64 7.04 22.12
C 17.02 7.05 21.72
N 13.27 7.66 21.99
O 13.14 7.22 23.19
O 12.31 8.13 21.34
H 18.47 7.73 20.34
H 16.67 9.25 19.15
H 14.38 9.09 19.89
H 15.45 6.40 22.97
H 17.68 6.39 22.27
C 11.84 6.67 16.22
C 12.32 7.08 17.49
C 12.83 6.18 18.42
C 13.14 4.86 17.99
C 12.72 4.49 16.73
C 12.03 5.40 15.87
N 13.90 3.90 18.83
O 14.37 2.91 18.32
O 13.83 4.12 20.06
H 11.48 7.44 15.55
H 12.22 8.10 17.83
H 13.03 6.64 19.37
H 13.09 3.70 16.09
H 11.79 5.12 14.86
C 6.88 5.77 24.97
C 6.89 6.77 24.00
C 6.66 6.41 22.66
C 6.42 5.04 22.28
C 6.45 4.07 23.27
C 6.64 4.45 24.58
N 6.04 4.80 20.90
O 6.05 3.61 20.46
O 5.80 5.78 20.22
H 6.89 6.09 26.00
H 7.06 7.82 24.20
H 6.67 7.18 21.91
H 6.31 3.04 22.99
H 6.57 3.69 25.35
C 12.45 1.82 27.39
C 13.80 2.07 27.60
C 14.73 1.02 27.76
C 14.28 -0.33 27.85
C 12.85 -0.52 27.71
C 11.89 0.54 27.58
N 15.21 -1.49 27.81
O 14.78 -2.57 28.05
O 16.42 -1.31 27.48
H 11.76 2.65 27.27
H 14.09 3.10 27.61
H 15.80 1.19 27.82
H 12.55 -1.56 27.77
H 10.84 0.39 27.42
C 14.69 10.42 25.16
C 15.54 9.41 24.72
C 15.36 8.07 25.05
C 14.31 7.62 25.78
C 13.38 8.58 26.15
C 13.56 9.96 25.99
N 14.03 6.16 25.94
O 14.96 5.40 25.80
O 12.90 5.76 26.20
H 14.84 11.47 24.95
H 16.48 9.61 24.22
H 16.08 7.37 24.64
H 12.52 8.12 26.62
H 12.74 10.63 26.23